{
  "formula": "C7H13N",
  "method": "ωB97M-V/def2-TZVPD",
  "elements": ["C", "C", "N", "C", "C", "C", "C", "C", "H", "H", "H", "H", "H", "H", "H", "H", "H", "H", "H", "H", "H"],
  "positions_angstrom": [[-1.819, -1.243, 0.747], [-0.277, -1.154, 0.962], [1.257, -1.259, -1.496], [0.828, -0.088, -1.058], [0.273, 0.032, 0.232], [-0.106, 1.323, 0.788], [0.258, 1.823, 1.965], [0.742, 1.032, -2.059], [-2.315, -1.367, 1.709], [-2.257, -0.366, 0.279], [-2.055, -2.123, 0.165], [-0.020, -1.057, 2.014], [0.120, -2.143, 0.725], [1.984, -1.246, -2.200], [1.163, -2.108, -0.954], [-0.870, 1.885, 0.254], [-0.130, 2.775, 2.305], [1.038, 1.311, 2.522], [-0.098, 1.650, -1.757], [0.669, 0.638, -3.063], [1.614, 1.687, -2.080]],
  "atomic_forces_ev_per_a": [[0.0, 0.0, 0.6], [0.3, -0.4, 0.4], [0.6, -0.1, 0.1], [-0.6, 0.3, -0.5], [-0.6, -0.7, 0.2], [-0.7, 0.5, 0.0], [0.6, -0.5, -0.3], [0.8, 0.2, 0.6], [0.0, 0.0, 0.0], [0.1, 0.1, -0.1], [-0.1, 0.0, -0.3], [-0.3, 0.3, 0.2], [0.4, 0.2, -0.4], [-0.4, -0.3, -0.4], [0.2, 0.2, 0.1], [0.2, 0.0, -0.4], [0.1, -0.1, 0.1], [-0.2, 0.2, 0.3], [-0.1, 0.1, -0.4], [-0.4, -0.1, -0.1], [0.1, 0.0, 0.3]],
  "spin_multiplicity": 2,
  "de_lowest_kj_mol": 11.1,
  "e_lumo_ev": [-3.3, -6.4],
  "homo_energy_ha": [-0.48944, -0.53138],
  "max_force_ev_per_a": 1.04,
  "total_charge": 1,
  "s2": 0.759,
  "homo_lumo_gap_ev": [10.02, 8.08]
}

***

{
  "formula": "C11H39F3Hf2NO21S3",
  "method": "ωB97M-V/def2-TZVPD",
  "elements": ["Hf", "Hf", "S", "O", "O", "O", "O", "S", "O", "O", "O", "O", "C", "F", "F", "F", "S", "O", "O", "O", "C", "O", "C", "C", "N", "C", "C", "O", "C", "H", "H", "H", "H", "H", "H", "H", "H", "H", "H", "H", "H", "H", "H", "H", "O", "H", "H", "O", "H", "H", "O", "H", "H", "O", "H", "H", "O", "H", "H", "O", "H", "H", "C", "C", "O", "H", "H", "H", "H", "H", "H", "C", "C", "O", "H", "H", "H", "H", "H", "H"],
  "positions_angstrom": [[0.034, 0.980, 4.262], [-2.677, 2.126, -0.173], [-0.516, -0.282, 1.471], [-1.354, 0.472, 0.519], [0.623, 0.529, 1.970], [-1.089, -0.406, 2.862], [-0.137, -1.566, 0.954], [-3.173, 2.432, 3.358], [-3.226, 3.877, 3.464], [-4.353, 1.799, 3.896], [-3.134, 2.116, 1.894], [-1.907, 1.830, 3.890], [1.701, 3.717, 0.696], [2.679, 4.218, 1.391], [1.497, 4.386, -0.419], [2.036, 2.452, 0.450], [0.134, 3.778, 1.723], [-0.075, 5.107, 2.181], [-0.931, 3.350, 0.766], [0.226, 2.815, 2.835], [1.549, -0.667, -1.396], [2.357, -0.604, -2.521], [2.371, 0.596, -3.239], [3.517, 0.679, -4.207], [3.291, 1.476, -5.395], [2.945, 2.858, -5.096], [3.080, 3.705, -6.331], [4.386, 3.613, -6.891], [4.377, 4.009, -8.255], [1.528, -1.700, -1.058], [0.524, -0.284, -1.517], [1.968, -0.096, -0.554], [2.335, 1.533, -2.659], [1.429, 0.637, -3.813], [3.657, -0.333, -4.597], [4.436, 1.003, -3.705], [3.907, 1.467, -6.198], [3.571, 3.290, -4.307], [1.871, 2.924, -4.881], [2.768, 4.754, -6.239], [2.340, 3.478, -7.114], [3.891, 3.260, -8.887], [5.422, 4.048, -8.558], [3.929, 4.964, -8.541], [-1.505, -3.520, 3.070], [-1.708, -3.528, 2.106], [-0.590, -3.812, 3.133], [1.303, -0.953, 4.266], [1.189, -1.793, 3.752], [2.105, -1.110, 4.793], [-1.426, -0.263, 5.587], [-2.006, -1.029, 5.288], [-1.719, -0.060, 6.492], [1.918, -2.868, 2.525], [1.414, -2.451, 1.807], [2.627, -3.349, 2.078], [-4.254, 0.364, 0.361], [-4.659, -0.442, -0.007], [-4.871, 0.666, 1.058], [-0.441, 2.128, -1.402], [0.022, 1.280, -1.265], [-0.067, 2.488, -2.225], [-4.750, -3.581, 3.650], [-4.096, -2.212, 3.904], [-2.893, -2.306, 4.649], [-3.909, -4.243, 3.427], [-5.495, -3.641, 2.860], [-5.208, -3.973, 4.558], [-4.793, -1.584, 4.457], [-3.838, -1.777, 2.929], [-2.203, -2.631, 4.038], [-0.619, -5.727, 0.696], [-1.047, -4.655, -0.296], [-1.815, -3.600, 0.311], [0.037, -5.302, 1.459], [-0.025, -6.531, 0.257], [-1.442, -6.232, 1.199], [-1.653, -5.085, -1.096], [-0.214, -4.152, -0.798], [-1.177, -2.853, 0.350]],
  "atomic_forces_ev_per_a": [[-5.4, -2.1, -6.0], [4.8, -2.2, 8.2], [2.5, -1.2, 4.1], [-2.1, 1.8, -2.0], [1.7, 1.2, -0.8], [-2.0, -0.3, 1.1], [-0.3, 1.1, -0.5], [-3.9, 3.8, 4.9], [1.4, -1.7, -0.4], [1.6, -0.6, -0.8], [0.6, -0.8, -8.3], [2.8, -0.8, 1.2], [0.5, -0.7, 0.2], [0.1, 0.8, 0.4], [-0.2, -0.1, 0.1], [-0.6, -0.2, -0.5], [-1.0, 2.2, 1.3], [0.6, -0.6, -0.6], [-2.2, -1.4, -1.5], [1.0, -1.1, 1.3], [1.0, 0.3, 0.5], [0.4, -0.2, 0.4], [-1.6, 1.2, -0.9], [1.5, -1.0, -1.5], [-1.7, 1.1, 0.6], [0.0, 0.0, -0.9], [-0.2, 0.9, -1.6], [-0.9, 0.4, 0.2], [0.8, -0.5, -0.8], [-0.3, -0.1, -0.2], [-0.4, -0.4, -0.6], [0.2, 0.2, 0.0], [0.3, -0.3, 0.8], [0.0, -0.1, -0.3], [0.3, -0.1, 0.4], [0.0, -0.2, 0.4], [0.5, -0.7, 0.6], [-0.1, 0.0, 0.3], [0.0, 0.1, 0.6], [0.6, 0.2, 1.0], [0.1, -1.1, 0.1], [-0.1, -0.2, 0.2], [0.0, 0.0, 0.0], [-0.1, 0.2, 0.8], [0.9, -0.2, -0.9], [-0.1, -0.3, 0.1], [0.0, -0.3, 0.0], [-0.3, 1.4, 1.0], [0.2, 0.0, -0.4], [0.0, 0.0, 0.0], [1.9, 1.4, 0.1], [-0.9, -1.0, -1.0], [0.1, 0.1, -0.1], [-0.5, 0.3, -0.3], [0.1, -0.2, 0.0], [0.1, -0.1, 0.4], [0.1, 1.2, -0.7], [0.2, 0.0, -0.3], [0.3, -0.1, 0.2], [-1.5, -0.2, -0.3], [0.1, -0.1, 0.0], [-0.2, 0.1, -0.1], [1.0, -0.3, 0.7], [-1.0, -0.3, -0.5], [0.1, 1.3, 1.5], [-0.3, -0.3, -0.3], [0.1, 0.4, -0.1], [0.0, 0.1, 0.0], [0.2, 0.3, -0.2], [-0.2, 0.3, 0.0], [-0.1, -0.6, -0.1], [0.4, 0.1, 0.2], [-0.1, -0.6, -0.6], [0.6, 0.9, 0.4], [0.0, 0.1, 0.1], [-0.1, 0.2, -0.4], [-0.2, 0.3, -0.1], [-0.1, 0.0, 0.1], [0.3, -0.5, 0.1], [-1.0, -0.7, -0.1]],
  "e_lumo_ev": -12.7,
  "homo_energy_ha": -0.51746,
  "max_force_ev_per_a": 9.77,
  "total_charge": 3,
  "homo_lumo_gap_ev": 1.36
}

***

{
  "formula": "C3H25N2O13",
  "method": "ωB97M-V/def2-TZVPD",
  "elements": ["O", "C", "N", "C", "O", "O", "C", "N", "H", "H", "H", "H", "H", "H", "H", "O", "H", "H", "O", "H", "H", "O", "H", "H", "O", "H", "H", "O", "H", "H", "O", "H", "H", "O", "H", "H", "O", "H", "H", "O", "H", "H", "O"],
  "positions_angstrom": [[-0.289, -1.628, -1.526], [-0.986, -0.652, -1.238], [-2.298, -0.759, -1.025], [-3.243, 0.457, -0.993], [-3.404, 0.926, -2.115], [-3.747, 0.676, 0.118], [-0.220, 0.627, -0.865], [-0.883, 1.835, -0.400], [-2.738, -1.652, -1.195], [0.351, 0.239, -0.016], [0.520, 0.819, -1.638], [-1.682, 1.625, 0.183], [-1.189, 2.345, -1.224], [3.081, -2.351, 2.059], [1.744, -2.900, 2.673], [2.680, -2.741, 2.837], [2.102, 0.242, -3.421], [3.434, -0.508, -3.112], [3.018, 0.143, -3.685], [1.801, 1.042, 2.038], [3.167, 0.750, 2.663], [2.756, 0.903, 1.806], [-3.737, -0.928, 0.713], [-4.323, -1.617, 2.020], [-3.624, -1.664, 1.366], [2.358, -1.403, -1.251], [3.440, -0.682, -0.310], [3.258, -1.406, -0.913], [-0.236, 0.336, 2.435], [-0.367, 1.694, 1.747], [0.177, 1.206, 2.384], [-3.127, 2.359, -3.172], [-1.939, 2.376, -4.025], [-2.475, 3.005, -3.526], [0.712, -2.771, 0.185], [-0.398, -1.969, 0.933], [0.356, -2.547, 1.049], [3.950, 1.574, 0.521], [3.295, 2.692, -0.237], [4.162, 2.308, -0.082], [-1.802, -0.021, 3.285], [-2.125, -1.168, 2.131], [-1.532, -0.811, 2.825]],
  "atomic_forces_ev_per_a": [[0.2, -0.1, -0.5], [0.4, -0.3, 0.1], [-0.4, 1.1, 0.3], [0.0, -1.2, -0.8], [-0.3, 0.3, 0.3], [0.0, 0.2, -0.2], [-0.3, -0.5, 1.0], [0.4, 0.0, -0.8], [0.2, -0.1, -0.1], [0.3, 0.0, 0.0], [-0.1, 0.2, -0.1], [-0.2, 0.0, -0.2], [-0.4, 0.2, 0.3], [-0.5, 0.0, -0.3], [0.0, 0.3, -0.6], [0.5, -0.3, 0.8], [0.0, -0.2, 0.2], [-0.2, 0.0, 0.4], [0.2, 0.2, -0.6], [0.3, 0.0, -0.3], [0.1, -0.1, -0.1], [-0.2, -0.2, 0.4], [-0.2, 0.2, 0.9], [-0.1, 0.2, -0.1], [0.3, -0.6, -0.4], [-0.3, 0.5, 0.5], [-0.7, 0.3, 0.0], [0.7, -0.7, -0.4], [-0.1, -0.6, 0.0], [0.4, 0.1, -0.1], [0.0, 0.7, 0.0], [0.2, 0.6, 0.3], [0.2, 0.3, -0.1], [-0.2, -0.7, -0.2], [-0.4, 0.3, -0.2], [0.0, -0.1, -0.3], [0.4, -0.4, 0.8], [-0.1, 0.5, 0.0], [0.0, 0.0, 0.0], [0.2, -0.2, -0.1], [-1.0, 0.1, -0.3], [-0.9, 0.7, 0.6], [1.5, -0.8, 0.0]],
  "de_lowest_kj_mol": 10.0,
  "e_lumo_ev": 2.7,
  "homo_energy_ha": -0.25357,
  "max_force_ev_per_a": 1.66,
  "total_charge": -1,
  "homo_lumo_gap_ev": 9.56
}

***

{
  "formula": "C3H4N4",
  "method": "ωB97M-V/def2-TZVPD",
  "elements": ["N", "C", "C", "N", "C", "N", "N", "H", "H", "H", "H"],
  "positions_angstrom": [[1.836, -0.221, -0.780], [0.547, 0.095, -0.421], [0.182, 0.777, 0.762], [-1.021, 0.568, 1.250], [-1.856, -0.138, 0.475], [-1.649, -0.410, -0.803], [-0.409, -0.305, -1.253], [2.483, -0.325, -0.012], [1.836, -1.025, -1.399], [0.836, 1.479, 1.279], [-2.786, -0.495, 0.902]],
  "atomic_forces_ev_per_a": [[0.1, 0.0, 0.0], [-0.2, -0.1, 0.0], [-0.1, -0.1, 0.0], [0.0, 0.0, -0.2], [-0.1, 0.1, 0.0], [0.1, -0.1, 0.3], [0.1, -0.1, 0.3], [-0.1, 0.1, -0.1], [0.2, 0.3, -0.1], [0.0, -0.3, 0.0], [0.0, 0.3, -0.1]],
  "de_lowest_kj_mol": 184.8,
  "e_lumo_ev": 0.3,
  "homo_energy_ha": -0.34027,
  "max_force_ev_per_a": 0.32,
  "total_charge": 0,
  "homo_lumo_gap_ev": 9.51,
  "smiles": "Nc1cncnn1"
}

***

Number 1: total energy -328.964057 Eh. Number 2: total energy -3666.491621 Eh. Number 3: total energy -1217.097627 Eh. Number 4: total energy -335.702939 Eh.